[1]
DFT (ωB97M-V with the def2-TZVPD basis set) results for 5 unconnected molecules or ions with the total composition CH12NO4 at a distorted geometry.

Total charge: +1
Lowest unoccupied orbital energy in eV: -4.134
HOMO level in eV: -15.07
2S+1: 1
Relative energy (zero: lowest compared OMol25 entry of this formula, charge and spin) in kcal/mol: 20.01

```
18
Properties=species:S:1:pos:R:3:forces:R:3
C 1.04271 -1.03127 -0.26716 0.11 -2.21 -0.66
N -0.12369 -1.10153 0.23599 0.81 0.95 -0.59
H 1.85945 -1.58091 0.18628 0.05 0.43 0.60
H 1.25692 -0.77710 -1.30054 -0.48 0.88 0.19
H -0.85390 -0.59401 -0.33243 -0.15 -0.21 0.25
H -0.20381 -1.46412 1.18060 -0.27 0.18 0.12
H -3.31291 2.60744 0.04194 -0.55 -1.19 0.41
H -2.85531 3.20744 -1.09348 0.04 -0.39 -1.31
O -3.17241 2.31096 -0.87300 0.57 1.72 0.94
H -1.75637 1.21978 -1.18733 0.43 -0.54 -0.29
H -2.01545 0.07982 -2.12047 0.46 -0.09 -0.04
O -1.28503 0.43073 -1.58109 -1.13 0.50 0.32
H -0.65304 -1.27679 3.47138 -0.13 -0.24 -0.75
H 0.50117 -0.63176 3.95479 0.88 0.27 -0.56
O 0.18068 -0.94557 3.09225 -0.86 -0.14 1.35
H 3.60322 0.07834 -0.38406 0.62 0.05 -0.12
H 4.30749 -0.43326 -1.70290 -0.25 0.27 0.47
O 3.48028 -0.09817 -1.32078 -0.15 -0.23 -0.32
```
Forces are in eV/Å.

***

[2]
DFT (ωB97M-V with the def2-TZVPD basis set) results for a molecular structure, CH12Na5O9 at a distorted geometry.

Total charge: +3
Lowest unoccupied orbital energy in eV: -13.219
HOMO level in eV: -19.45
2S+1: 1
Relative energy (zero: lowest compared OMol25 entry of this formula, charge and spin) in kcal/mol: 69.12

```
27
Properties=species:S:1:pos:R:3:forces:R:3
Na 1.92084 -2.91990 2.26457 0.97 0.02 0.27
Na -1.29190 -2.58691 1.11637 -0.95 0.43 -0.48
Na -0.84119 1.50716 -2.05904 0.05 0.48 -0.18
Na 1.82999 -2.44492 -0.98026 0.07 0.92 -1.14
Na 0.21324 -0.40948 3.17667 -0.44 1.71 0.29
C 0.11981 -0.41660 0.24549 -3.78 1.70 -4.35
O -0.89979 0.11644 0.71340 -2.15 0.63 1.83
O 0.24234 -0.52327 -0.99749 0.63 -0.59 -1.64
O 0.92561 -0.95430 0.98276 4.72 -5.38 5.25
O -2.81106 0.08751 -1.99017 0.60 0.10 0.11
H -3.64425 -0.38273 -2.02026 -0.54 0.11 -0.30
H -2.40669 -0.19300 -1.16918 -0.02 -0.02 0.59
O -0.02456 2.75084 0.00194 -0.19 -0.54 -0.55
H -0.34986 2.04615 0.56213 -0.30 -0.03 0.32
H 0.65868 3.17446 0.52152 0.35 0.48 -0.09
O -0.78245 -1.11342 -3.72861 0.65 -0.04 0.22
H -1.63106 -1.38435 -4.07888 -0.27 -0.01 -0.35
H -0.96484 -0.86636 -2.82200 -0.20 -0.15 0.10
O 3.07473 0.42083 1.83182 0.00 -0.27 0.31
H 3.09096 0.26398 2.77594 0.58 0.38 0.55
H 2.41451 -0.18702 1.49887 -0.13 0.22 -0.58
O -1.98904 1.10951 3.13275 1.06 -0.57 0.62
H -2.56429 0.38323 3.37323 -0.76 0.10 0.25
H -1.67199 0.88502 2.25792 -0.28 0.23 -0.84
O 2.63310 0.88064 -1.43306 0.18 0.00 0.39
H 3.02122 0.14303 -1.90372 0.35 0.12 -0.48
H 1.72801 0.61354 -1.27275 -0.20 -0.02 -0.13
```
Forces are in eV/Å.

***

[3]
DFT (ωB97M-V with the def2-TZVPD basis set) results for 5 unconnected molecules or ions with the total composition CH12O4.

Total charge: +1
Lowest unoccupied orbital energy (spin up / spin down) in eV: -3.455 / -11.550
HOMO level (spin up / spin down) in eV: -16.75 / -15.85
<S²>: 0.757
2S+1: 2
Relative energy (zero: lowest compared OMol25 entry of this formula, charge and spin) in kcal/mol: 0.00

```
17
Properties=species:S:1:pos:R:3:forces:R:3
C 0.99604 -1.72060 0.56799 0.08 -0.04 0.84
H 0.28352 -1.72644 1.39539 0.02 0.29 -0.03
H 1.79354 -0.99552 0.75044 -0.11 -0.03 0.05
H 1.44458 -2.71340 0.59351 -0.03 0.01 -0.57
H 0.48900 -1.45508 -0.35084 0.17 -0.36 -0.26
H -1.49873 -1.41208 -1.15767 0.20 -0.50 0.18
H -0.67560 -0.09640 -1.59295 -0.13 -0.28 -0.28
O -1.56237 -0.56579 -1.61404 0.21 0.95 0.04
H -0.04356 1.00824 1.15013 -0.19 -0.42 0.33
H 0.99759 2.05386 1.60389 0.20 -0.01 -0.01
O 0.89629 1.27147 1.03626 0.06 0.46 0.12
H 0.79123 1.53035 -0.69537 0.40 0.20 0.34
H 1.29850 1.35826 -2.18652 -0.27 -0.03 0.22
O 0.55068 1.21738 -1.57976 -0.31 -0.41 -0.74
H -1.75109 0.53987 -0.05462 -0.26 0.10 -0.60
H -2.37487 1.11420 1.23455 -0.24 -0.01 0.14
O -1.63474 0.59169 0.89960 0.21 0.09 0.22
```
Forces are in eV/Å.

***

[4]
DFT (ωB97M-V with the def2-TZVPD basis set) results for 5 unconnected molecules or ions with the total composition CH12O4S at a distorted geometry.

Lowest unoccupied orbital energy in eV: 0.476
HOMO level in eV: -8.65
2S+1: 1
Relative energy (zero: lowest compared OMol25 entry of this formula, charge and spin) in kcal/mol: 87.46

```
18
Properties=species:S:1:pos:R:3:forces:R:3
C -1.77796 0.22187 -0.65373 -3.58 2.42 -2.85
S -0.49980 0.13575 -2.00841 0.46 -1.59 0.07
H -2.54956 1.10436 -1.00676 1.63 -2.41 1.01
H -2.39011 -0.71181 -0.50138 0.79 0.44 -1.55
H -1.59531 0.36359 0.35451 1.76 1.08 1.60
H -0.01629 1.28168 -2.63065 -1.23 -0.07 1.49
H 2.10891 -1.04425 2.04098 0.15 -3.12 -1.53
H 2.84614 0.23664 2.04633 4.42 2.41 -2.09
O 2.15245 -0.19985 2.36783 -3.84 1.01 3.73
H 0.21266 -0.04934 1.96640 1.66 2.81 1.45
H -0.58404 -1.31138 2.45328 0.89 1.34 -1.29
O -0.15498 -0.82828 1.68409 -3.28 -4.54 0.07
H -0.61834 3.47417 0.13590 1.22 1.24 3.04
H -1.71240 3.21918 -0.71190 -3.57 0.17 -0.54
O -0.81083 3.13151 -0.68258 2.42 -1.19 -2.47
H 0.79287 -2.23400 0.88821 -6.01 4.01 2.34
H 1.29672 -3.11121 -0.15643 -2.62 -6.36 -10.92
O 1.42252 -2.69349 0.52798 8.75 2.35 8.42
```
Forces are in eV/Å.

***

- Which formula does entry 1 have?
  CH12NO4

***

What did the second record say?
DFT (ωB97M-V with the def2-TZVPD basis set) results for a molecular structure, CH12Na5O9 at a distorted geometry.

Total charge: +3
Lowest unoccupied orbital energy in eV: -13.219
HOMO level in eV: -19.45
2S+1: 1
Relative energy (zero: lowest compared OMol25 entry of this formula, charge and spin) in kcal/mol: 69.12

```
27
Properties=species:S:1:pos:R:3:forces:R:3
Na 1.92084 -2.91990 2.26457 0.97 0.02 0.27
Na -1.29190 -2.58691 1.11637 -0.95 0.43 -0.48
Na -0.84119 1.50716 -2.05904 0.05 0.48 -0.18
Na 1.82999 -2.44492 -0.98026 0.07 0.92 -1.14
Na 0.21324 -0.40948 3.17667 -0.44 1.71 0.29
C 0.11981 -0.41660 0.24549 -3.78 1.70 -4.35
O -0.89979 0.11644 0.71340 -2.15 0.63 1.83
O 0.24234 -0.52327 -0.99749 0.63 -0.59 -1.64
O 0.92561 -0.95430 0.98276 4.72 -5.38 5.25
O -2.81106 0.08751 -1.99017 0.60 0.10 0.11
H -3.64425 -0.38273 -2.02026 -0.54 0.11 -0.30
H -2.40669 -0.19300 -1.16918 -0.02 -0.02 0.59
O -0.02456 2.75084 0.00194 -0.19 -0.54 -0.55
H -0.34986 2.04615 0.56213 -0.30 -0.03 0.32
H 0.65868 3.17446 0.52152 0.35 0.48 -0.09
O -0.78245 -1.11342 -3.72861 0.65 -0.04 0.22
H -1.63106 -1.38435 -4.07888 -0.27 -0.01 -0.35
H -0.96484 -0.86636 -2.82200 -0.20 -0.15 0.10
O 3.07473 0.42083 1.83182 0.00 -0.27 0.31
H 3.09096 0.26398 2.77594 0.58 0.38 0.55
H 2.41451 -0.18702 1.49887 -0.13 0.22 -0.58
O -1.98904 1.10951 3.13275 1.06 -0.57 0.62
H -2.56429 0.38323 3.37323 -0.76 0.10 0.25
H -1.67199 0.88502 2.25792 -0.28 0.23 -0.84
O 2.63310 0.88064 -1.43306 0.18 0.00 0.39
H 3.02122 0.14303 -1.90372 0.35 0.12 -0.48
H 1.72801 0.61354 -1.27275 -0.20 -0.02 -0.13
```
Forces are in eV/Å.

***

- Which of these has the highest 2S+1?
  CH12O4

***

Please write out number 2 again, unchanged.
DFT (ωB97M-V with the def2-TZVPD basis set) results for a molecular structure, CH12Na5O9 at a distorted geometry.

Total charge: +3
Lowest unoccupied orbital energy in eV: -13.219
HOMO level in eV: -19.45
2S+1: 1
Relative energy (zero: lowest compared OMol25 entry of this formula, charge and spin) in kcal/mol: 69.12

```
27
Properties=species:S:1:pos:R:3:forces:R:3
Na 1.92084 -2.91990 2.26457 0.97 0.02 0.27
Na -1.29190 -2.58691 1.11637 -0.95 0.43 -0.48
Na -0.84119 1.50716 -2.05904 0.05 0.48 -0.18
Na 1.82999 -2.44492 -0.98026 0.07 0.92 -1.14
Na 0.21324 -0.40948 3.17667 -0.44 1.71 0.29
C 0.11981 -0.41660 0.24549 -3.78 1.70 -4.35
O -0.89979 0.11644 0.71340 -2.15 0.63 1.83
O 0.24234 -0.52327 -0.99749 0.63 -0.59 -1.64
O 0.92561 -0.95430 0.98276 4.72 -5.38 5.25
O -2.81106 0.08751 -1.99017 0.60 0.10 0.11
H -3.64425 -0.38273 -2.02026 -0.54 0.11 -0.30
H -2.40669 -0.19300 -1.16918 -0.02 -0.02 0.59
O -0.02456 2.75084 0.00194 -0.19 -0.54 -0.55
H -0.34986 2.04615 0.56213 -0.30 -0.03 0.32
H 0.65868 3.17446 0.52152 0.35 0.48 -0.09
O -0.78245 -1.11342 -3.72861 0.65 -0.04 0.22
H -1.63106 -1.38435 -4.07888 -0.27 -0.01 -0.35
H -0.96484 -0.86636 -2.82200 -0.20 -0.15 0.10
O 3.07473 0.42083 1.83182 0.00 -0.27 0.31
H 3.09096 0.26398 2.77594 0.58 0.38 0.55
H 2.41451 -0.18702 1.49887 -0.13 0.22 -0.58
O -1.98904 1.10951 3.13275 1.06 -0.57 0.62
H -2.56429 0.38323 3.37323 -0.76 0.10 0.25
H -1.67199 0.88502 2.25792 -0.28 0.23 -0.84
O 2.63310 0.88064 -1.43306 0.18 0.00 0.39
H 3.02122 0.14303 -1.90372 0.35 0.12 -0.48
H 1.72801 0.61354 -1.27275 -0.20 -0.02 -0.13
```
Forces are in eV/Å.